w.
Computed, not measured: a cluster of 2 separate species, H2N2O2S in total, with ωB97M-V/def2-TZVPD.

orbital gap = 9.262 eV
HOMO = -0.3608 hartree
charge = 0

Each line ends with the Mulliken charge.
Atoms and positions in Å:
N -1.12272 -0.30169 1.05356  -0.230
N -0.55008 0.59821 0.48163  -0.089
O 1.64548 0.58159 -1.37393  -0.406
O 1.25144 -1.80546 -1.28449  -0.399
S 0.74145 -0.50788 -1.70418  0.763
H -1.42692 -0.06785 2.00599  0.203
H -0.53865 1.50308 0.82142  0.158

=====

x.
Computed, not measured: an isolated molecule of H2N2O2S, with ωB97M-V/def2-TZVPD.

orbital gap = 9.385 eV
HOMO = -0.3566 hartree
charge = 0

Each line ends with the Mulliken charge.
Atoms and positions in Å:
N -1.13602 -0.24791 0.33027  -0.331
N 0.14075 -0.54447 0.40844  0.161
O -0.45629 2.15141 -1.03250  -0.457
O 0.63346 -0.90147 1.61099  -0.384
S -0.94856 0.80276 -1.31291  0.346
H 0.27121 -0.07217 -1.33627  0.271
H 1.49546 -1.18816 1.33198  0.395

=====

Which one sits at the top of the stability order? w does.

=====

w.
Computed, not measured: a cluster of 2 separate species, H2N2O2S in total, with ωB97M-V/def2-TZVPD.

orbital gap = 7.662 eV
HOMO = -0.3172 hartree
charge = 0

Each line ends with the Mulliken charge.
Atoms and positions in Å:
N -0.75527 1.26872 -0.70302  -0.491
N 0.26833 0.78324 -1.15185  0.061
O -0.43611 -0.65603 2.72585  -0.378
O 0.30134 -1.38454 0.47128  -0.480
S -0.75949 -1.03527 1.37321  0.720
H 0.33817 -0.17512 -0.88102  0.323
H 1.04304 1.19899 -1.83445  0.245

=====

x.
Computed, not measured: a cluster of 2 separate species, H2N2O2S in total, with ωB97M-V/def2-TZVPD.

orbital gap (alpha / beta) = 6.950 / 6.952 eV
HOMO (alpha / beta) = -0.3750 / -0.3750 hartree
charge = 0

Each line ends with the Mulliken charge.
Atoms and positions in Å:
N 0.74850 1.35621 -1.09240  -0.456
N -0.55068 -1.07243 0.73562  0.893
O 0.28852 -0.48629 1.32004  -0.503
O -1.08288 -2.11651 1.01485  -0.527
S -1.22963 -0.59674 -0.85979  0.056
H 1.45033 0.80499 -0.54177  0.278
H 0.37585 2.11077 -0.57655  0.258

=====

y.
Computed, not measured: a structure of composition H2N2O2S, with ωB97M-V/def2-TZVPD.

orbital gap (alpha / beta) = 9.238 / 9.238 eV
HOMO (alpha / beta) = -0.3512 / -0.3512 hartree
charge = 0

Each line ends with the Mulliken charge.
Atoms and positions in Å:
N -0.35070 -0.41242 0.10099  -0.337
N -2.07160 0.21005 -0.07082  0.865
O -2.82840 -0.63012 0.26067  -0.493
O -2.24188 1.37093 -0.20297  -0.461
S 0.66588 0.78151 0.31806  -0.043
H -0.51344 -1.10157 0.84780  0.309
H 1.41030 0.87930 -0.94138  0.160

=====

z.
Computed, not measured: an isolated molecule of H2N2O2S, with ωB97M-V/def2-TZVPD.

orbital gap = 10.164 eV
HOMO = -0.3596 hartree
charge = 0
SMILES = NS[N+](=O)[O-]

Each line ends with the Mulliken charge.
Atoms and positions in Å:
N 1.28479 -0.17935 0.04824  -0.398
S 0.00096 -1.18342 -0.13143  0.085
N -1.25177 0.05362 -0.01524  0.972
O -0.82324 1.15698 -0.16954  -0.573
O -2.37105 -0.32782 0.00864  -0.570
H 1.83463 -0.13381 0.80323  0.202
H 1.32568 0.61380 -0.54390  0.281

=====

Which one sits at the top of the stability order? w does.

=====

w.
Computed, not measured: an isolated molecule of C6H8N2O, with ωB97M-V/def2-TZVPD.

orbital gap (alpha / beta) = 8.629 / 8.631 eV
HOMO (alpha / beta) = -0.3291 / -0.3292 hartree
charge = 0

Each line ends with the Mulliken charge.
Atoms and positions in Å:
C 3.09674 -0.73625 -0.37440  -0.911
C 3.32182 0.64531 -0.08103  -0.113
C 1.73546 -0.94837 -0.25402  -0.075
C -1.16678 0.01294 -0.48592  0.564
C -0.02733 0.74608 0.14806  -0.234
C -2.39724 0.31188 0.34950  -1.351
N 2.21353 1.29588 0.14844  -0.905
N 1.23695 0.32864 0.08397  0.692
O -1.00140 0.79356 -1.56889  -0.619
H 3.81178 -1.37990 -0.63135  0.486
H 4.10196 1.33155 0.00508  0.499
H 1.29969 -1.90709 -0.42240  0.371
H -1.16533 -1.08133 -0.85284  0.290
H -0.21357 1.85652 0.39247  0.326
H -3.34048 0.10476 -0.36343  0.271
H -2.48901 1.28115 0.62149  0.415
H -2.53622 -0.47547 1.19520  0.293

=====

x.
Computed, not measured: an isolated molecule of C6H8N2O, with ωB97M-V/def2-TZVPD.

orbital gap = 9.665 eV
HOMO = -0.3289 hartree
charge = 0
SMILES = CCC1=CN=COC=N1

Each line ends with the Mulliken charge.
Atoms and positions in Å:
C -2.36245 0.33995 -0.51338  -1.054
C -1.58057 0.01203 0.76882  -0.493
C -0.13144 -0.22239 0.38798  0.365
C 0.59529 -1.35568 0.50245  -0.333
N 1.86172 -1.56525 -0.18625  -0.379
C 2.70425 -0.69907 -0.30226  0.023
O 2.70339 0.65481 0.27686  -0.368
C 1.64400 1.28404 -0.33031  -0.166
N 0.39869 0.89200 -0.26426  -0.347
H -1.85196 1.15433 -0.99216  0.355
H -3.39643 0.82831 -0.30714  0.287
H -2.55924 -0.50348 -1.08803  0.315
H -1.88804 -0.78979 1.53693  0.334
H -1.59413 0.89764 1.59813  0.212
H 0.12110 -2.24534 0.89590  0.361
H 3.54283 -0.75577 -0.98680  0.400
H 1.79300 2.07367 -0.99648  0.484

=====

y.
Computed, not measured: an isolated molecule of C6H8N2O, with ωB97M-V/def2-TZVPD.

orbital gap = 9.672 eV
HOMO = -0.3317 hartree
charge = 0
SMILES = CC(=O)c1nccn1C

Each line ends with the Mulliken charge.
Atoms and positions in Å:
C -1.06652 0.71937 2.08290  -1.098
C -0.20840 1.31307 0.98188  0.207
O -0.11156 2.53431 0.67523  -0.535
C 0.66127 0.36920 0.22907  0.595
N 1.96346 0.06773 0.52762  -0.635
C 2.31299 -0.88202 -0.41811  -0.808
C 1.28082 -1.18605 -1.19712  -0.103
N 0.26239 -0.40291 -0.83508  0.254
C -1.01514 -0.40724 -1.38286  -0.924
H -1.87310 1.47633 2.49183  0.257
H -0.43961 0.29987 2.68899  0.442
H -1.69003 0.22475 1.41170  0.338
H 3.16671 -1.24009 -0.38111  0.699
H 1.13763 -2.07863 -1.89118  0.323
H -0.98165 -0.49020 -2.56957  0.318
H -1.53161 0.68402 -1.18873  0.302
H -1.86764 -1.00151 -1.22546  0.368

=====

Which one sits at the top of the stability order? x does.

=====

w.
Computed, not measured: a structure of composition C8H14N2O, with ωB97M-V/def2-TZVPD.

orbital gap = 8.955 eV
HOMO = -0.2985 hartree
charge = 0

Each line ends with the Mulliken charge.
Atoms and positions in Å:
C 1.88275 -0.36380 -1.54192  -0.790
C 2.42829 -1.00224 -0.53474  0.509
C 2.40408 2.02364 0.07786  0.038
C 1.65927 0.29747 -0.20970  -0.246
C 2.85952 -2.20505 0.11715  -1.233
C -3.27214 0.46546 -0.45184  -1.415
C -2.07243 -0.09516 0.24534  -0.436
C -0.79737 0.52521 -0.46793  -0.642
N 0.26293 0.18180 1.75980  -0.686
N 0.35041 0.03920 0.30960  0.372
O 3.52888 2.32818 -0.18667  -0.443
H 1.77989 -0.16940 -2.54349  0.515
H 1.66120 2.70289 0.27262  0.408
H 2.74656 -2.03095 1.17230  0.350
H 3.93336 -2.27644 -0.17304  0.300
H 2.28619 -3.10134 0.03662  0.342
H -4.20971 0.12523 -0.17620  0.400
H -3.34903 1.56333 -0.50316  0.326
H -3.16140 0.24314 -1.46425  0.385
H -1.94495 -1.11309 -0.12108  0.237
H -1.74727 -0.20731 1.23562  0.610
H -0.64086 0.18255 -1.55599  0.271
H -0.78493 1.57921 -0.58462  0.392
H 0.42683 -0.72252 2.01726  0.208
H 0.83107 0.91878 2.11453  0.229

=====

x.
Computed, not measured: a structure of composition C8H14N2O, with ωB97M-V/def2-TZVPD.

orbital gap = 9.753 eV
HOMO = -0.3283 hartree
charge = 0

Each line ends with the Mulliken charge.
Atoms and positions in Å:
C 1.68872 -0.41269 -0.07041  0.142
C 0.16906 1.16374 0.81405  0.459
C 0.26998 -0.64220 0.10305  1.520
C 2.56025 -1.47946 -0.56376  -1.146
C -0.22242 -1.75986 0.99932  -1.729
C -2.00753 -0.51938 -0.99456  -1.160
C -1.06018 3.20493 0.90500  -0.657
C -0.56960 -0.52117 -1.24267  -0.631
N 2.17850 0.70539 0.20547  -0.506
N 1.32574 1.65384 0.65219  -0.630
O -1.01604 1.74989 0.96138  -0.358
H 2.35780 -1.44220 -1.66287  0.244
H 2.27549 -2.52277 -0.13965  0.248
H 3.59565 -1.34829 -0.26261  0.401
H 0.27811 -1.57855 1.97733  0.410
H -0.00595 -2.73239 0.52203  0.400
H -1.30120 -1.90406 1.37161  0.312
H -1.95627 0.16847 -0.19053  0.374
H -2.44678 -1.49797 -0.73045  0.266
H -2.47325 -0.05382 -1.78163  0.406
H -0.76878 3.59481 1.88092  0.266
H -2.18422 3.56592 0.82810  0.206
H -0.39459 3.47658 0.01767  0.332
H -0.17111 0.40900 -1.75840  0.311
H -0.12135 -1.27776 -1.84056  0.520

=====

Which one sits at the top of the stability order? x does.

=====

w.
Computed, not measured: a cluster of 3 separate species, C4H9NO2 in total, with ωB97M-V/def2-TZVPD.

orbital gap = 3.134 eV
HOMO = -0.2674 hartree
charge = 0

Each line ends with the Mulliken charge.
Atoms and positions in Å:
C -0.14238 -1.96471 0.55916  -0.520
C -0.47769 2.28361 0.48362  0.184
C -0.08433 2.75905 1.72910  -0.686
O 0.30674 1.82221 -0.37400  -0.549
C 0.95338 -2.00479 -0.31027  0.134
N 0.88415 -2.42422 -1.53601  -0.579
O -1.09984 -0.29446 -1.98732  -0.660
H -0.39464 -0.88453 -1.72764  0.334
H -0.00249 -1.80443 1.61913  0.279
H -1.54928 2.36736 0.24206  0.301
H 0.96691 2.71668 1.97419  0.279
H -0.82306 3.14213 2.41855  0.272
H -1.10856 0.47363 -1.41024  0.327
H 1.91203 -1.70692 0.12528  0.312
H 1.80583 -2.46034 -1.96185  0.235
H -1.14677 -2.02028 0.15625  0.337

=====

x.
Computed, not measured: an isolated molecule of C4H9NO2, with ωB97M-V/def2-TZVPD.

orbital gap = 10.822 eV
HOMO = -0.3669 hartree
charge = 0
SMILES = C[C@@H](O)CNC=O

Each line ends with the Mulliken charge.
Atoms and positions in Å:
C -2.12895 -0.72180 -0.08694  -1.345
C -0.74566 -0.36133 -0.58621  0.465
O -0.83511 0.91481 -1.18885  -0.532
C 0.25920 -0.33492 0.56285  -0.756
N 1.58073 0.02986 0.09508  -0.125
C 2.25572 1.13921 0.51412  0.111
O 3.40596 1.39503 0.23064  -0.557
H -2.12855 -1.69141 0.42465  0.368
H -2.83426 -0.75310 -0.92045  0.325
H -2.46181 0.05248 0.61086  0.355
H -0.40595 -1.11407 -1.31822  0.223
H 0.05728 1.17949 -1.45538  0.321
H -0.06391 0.42674 1.28263  0.328
H 0.28603 -1.29982 1.08706  0.324
H 2.14256 -0.66560 -0.38366  0.223
H 1.61672 1.80443 1.13184  0.271

=====

Which one sits at the top of the stability order? x does.